Record 1
{"formula": "C50H96O34S7", "method": "wB97M-V/def2-TZVPD", "e_above_lowest_ev": 0.000, "total_energy_ha": -7308.019026, "spin_multiplicity": 1, "lumo_ev": -0.371, "gap_ev": 7.9, "elements": ["C", "C", "C", "O", "C", "O", "O", "H", "H", "H", "H", "H", "H", "C", "C", "C", "O", "C", "O", "O", "H", "H", "H", "H", "H", "H", "C", "C", "C", "O", "C", "O", "O", "H", "H", "H", "H", "H", "H", "C", "C", "C", "O", "C", "O", "O", "H", "H", "H", "H", "H", "H", "C", "C", "C", "O", "C", "O", "O", "H", "H", "H", "H", "H", "H", "C", "C", "C", "O", "C", "O", "O", "H", "H", "H", "H", "H", "H", "C", "C", "C", "O", "C", "O", "O", "H", "H", "H", "H", "H", "H", "C", "C", "C", "O", "C", "O", "O", "H", "H", "H", "H", "H", "H", "C", "C", "C", "O", "C", "O", "O", "H", "H", "H", "H", "H", "H", "C", "S", "O", "C", "H", "H", "H", "H", "H", "H", "C", "S", "O", "C", "H", "H", "H", "H", "H", "H", "C", "S", "O", "C", "H", "H", "H", "H", "H", "H", "C", "S", "O", "C", "H", "H", "H", "H", "H", "H", "C", "S", "O", "C", "H", "H", "H", "H", "H", "H", "C", "S", "O", "C", "H", "H", "H", "H", "H", "H", "C", "S", "O", "C", "H", "H", "H", "H", "H", "H"], "positions_angstrom": [[3.175, -2.792, 1.994], [4.381, -2.981, 2.899], [5.358, -4.090, 2.577], [6.570, -3.450, 2.789], [6.437, -2.151, 2.821], [7.336, -1.353, 2.967], [5.130, -1.808, 2.722], [2.454, -3.609, 2.038], [3.480, -2.833, 0.949], [2.516, -1.935, 2.134], [4.140, -3.107, 3.955], [5.257, -4.340, 1.521], [5.211, -5.037, 3.096], [-0.597, 0.610, 1.409], [-0.274, 0.805, -0.041], [1.122, 0.565, -0.441], [0.994, -0.352, -1.467], [-0.254, -0.752, -1.600], [-0.665, -1.574, -2.389], [-1.002, -0.148, -0.681], [-0.180, 1.484, 1.910], [-0.117, -0.304, 1.759], [-1.680, 0.653, 1.526], [-0.558, 1.791, -0.408], [1.681, 0.150, 0.397], [1.482, 1.543, -0.761], [3.476, -2.859, -3.687], [2.358, -3.924, -3.678], [1.074, -3.593, -4.467], [1.119, -4.451, -5.586], [2.247, -5.221, -5.541], [2.502, -6.062, -6.350], [2.941, -4.988, -4.357], [3.985, -2.741, -4.644], [4.341, -3.132, -3.082], [3.122, -1.870, -3.396], [2.151, -4.041, -2.614], [1.167, -2.595, -4.895], [0.118, -3.625, -3.943], [-5.033, -2.706, 7.197], [-5.234, -1.392, 6.363], [-4.542, -0.146, 7.044], [-3.646, 0.291, 6.097], [-3.619, -0.430, 4.987], [-2.844, -0.233, 4.049], [-4.510, -1.451, 5.089], [-5.791, -2.762, 7.978], [-4.088, -2.854, 7.721], [-5.300, -3.478, 6.476], [-6.285, -1.171, 6.179], [-4.065, -0.546, 7.938], [-5.356, 0.555, 7.229], [-3.461, 4.950, 0.224], [-3.265, 3.443, 0.536], [-3.276, 3.145, 2.040], [-4.190, 2.018, 2.047], [-4.607, 1.746, 0.824], [-5.309, 0.769, 0.582], [-4.255, 2.646, -0.045], [-2.646, 5.508, 0.685], [-4.461, 5.119, 0.623], [-3.476, 5.165, -0.845], [-2.321, 3.150, 0.078], [-3.613, 3.985, 2.648], [-2.268, 2.985, 2.423], [6.300, -2.219, -0.877], [5.945, -0.772, -0.698], [6.863, 0.242, -1.375], [6.000, 1.215, -1.981], [4.735, 0.716, -1.961], [3.815, 1.337, -2.460], [4.677, -0.484, -1.259], [5.631, -2.961, -0.441], [7.220, -2.413, -0.325], [6.485, -2.511, -1.911], [5.775, -0.474, 0.336], [7.417, -0.280, -2.156], [7.445, 0.732, -0.594], [4.061, 2.833, 0.581], [3.322, 3.452, 1.730], [3.215, 4.930, 1.552], [2.095, 5.199, 2.394], [1.256, 4.173, 2.312], [0.066, 4.204, 2.675], [1.988, 3.101, 1.810], [3.522, 2.987, -0.354], [4.178, 1.790, 0.876], [5.051, 3.265, 0.434], [3.854, 3.360, 2.677], [3.126, 5.223, 0.506], [4.046, 5.453, 2.027], [1.790, 3.406, -6.089], [2.130, 2.242, -5.161], [1.216, 1.074, -5.101], [2.000, -0.027, -5.454], [3.219, 0.369, -5.763], [4.065, -0.325, -6.285], [3.356, 1.643, -5.504], [1.953, 3.038, -7.102], [2.430, 4.279, -5.955], [0.761, 3.745, -5.968], [2.145, 2.605, -4.134], [0.468, 1.106, -5.893], [0.718, 0.968, -4.138], [-3.924, -3.465, 1.870], [-2.577, -3.852, 2.554], [-1.449, -2.922, 2.209], [-0.783, -2.669, 3.433], [-1.536, -3.159, 4.465], [-1.150, -3.161, 5.649], [-2.595, -3.762, 3.970], [-4.322, -2.529, 2.261], [-4.684, -4.240, 1.978], [-3.928, -3.192, 0.815], [-2.383, -4.872, 2.221], [-1.844, -2.068, 1.660], [-0.762, -3.341, 1.474], [-1.353, -1.287, -6.156], [-2.920, -2.220, -6.272], [-2.940, -2.950, -7.631], [-2.474, -3.450, -4.988], [-1.488, -0.403, -6.779], [-0.584, -1.930, -6.584], [-1.145, -0.966, -5.135], [-1.664, -4.097, -5.324], [-3.271, -4.193, -4.960], [-2.371, -3.072, -3.971], [-0.715, 6.740, -2.032], [0.282, 5.441, -1.164], [-0.180, 3.990, -1.243], [1.815, 5.533, -2.084], [-0.865, 7.560, -1.331], [-1.660, 6.252, -2.270], [-0.319, 7.096, -2.983], [1.600, 5.399, -3.144], [2.388, 4.698, -1.681], [2.219, 6.515, -1.840], [2.159, -1.544, 5.574], [1.336, 0.100, 5.818], [1.873, 0.703, 7.079], [2.270, 0.935, 4.459], [3.209, -1.433, 5.306], [1.723, -2.151, 4.779], [2.099, -2.195, 6.446], [2.250, 2.005, 4.667], [1.703, 0.743, 3.549], [3.325, 0.680, 4.359], [-2.894, 2.605, -3.058], [-1.659, 2.806, -4.490], [-2.101, 1.738, -5.500], [-2.248, 4.380, -5.184], [-3.229, 3.581, -2.707], [-2.450, 2.086, -2.208], [-3.728, 1.958, -3.332], [-2.060, 5.166, -4.453], [-3.309, 4.362, -5.434], [-1.731, 4.628, -6.111], [-0.779, -6.897, -0.137], [-0.130, -5.453, -1.063], [0.367, -5.980, -2.446], [-1.859, -4.884, -1.358], [-1.331, -6.554, 0.738], [-0.006, -7.556, 0.257], [-1.362, -7.471, -0.857], [-1.941, -3.984, -1.967], [-2.428, -4.471, -0.524], [-2.350, -5.642, -1.968], [-6.374, -1.382, -1.346], [-5.927, -1.272, -3.100], [-6.698, -0.070, -3.693], [-4.144, -0.685, -2.870], [-6.477, -0.448, -0.795], [-5.584, -1.967, -0.875], [-7.285, -1.966, -1.218], [-3.512, -1.533, -2.606], [-4.064, 0.104, -2.123], [-3.887, -0.415, -3.895], [-1.304, 4.711, 7.103], [-0.304, 3.752, 5.839], [0.710, 3.067, 6.711], [-1.498, 2.504, 5.264], [-0.588, 5.501, 7.330], [-1.435, 4.045, 7.955], [-2.320, 5.065, 6.930], [-1.032, 1.798, 4.576], [-2.359, 3.035, 4.859], [-1.928, 2.057, 6.160]], "mulliken_charge": [-1.22, 0.59, -0.41, -0.35, 0.50, -0.61, -0.04, 0.59, 0.13, 0.02, 0.30, 0.26, 0.35, 0.14, 2.30, 1.53, 0.20, -0.51, -0.25, -0.24, -0.69, -0.14, 0.10, -1.43, -0.37, -0.41, -1.39, 1.10, 1.23, -0.41, 0.50, -0.57, -0.46, 0.40, 0.30, 0.07, -0.18, -0.16, -0.62, -1.41, 0.23, -0.65, -0.13, 0.18, -0.07, -0.31, 0.44, 0.35, 0.33, 0.32, 0.33, 0.34, -1.69, 2.25, 0.00, -0.19, 0.39, -0.56, -0.36, 0.32, 0.49, 0.17, -1.04, 0.39, -0.11, -1.76, 0.96, -0.63, -0.35, 0.08, -0.61, 0.40, 0.09, 0.47, 0.53, 0.05, 0.39, 0.34, -0.96, 0.68, -0.63, -0.35, 0.01, -0.44, 0.64, -0.23, 0.06, 0.54, 0.33, 0.06, 0.41, -1.43, 1.53, 0.53, -0.18, 0.44, -0.64, -0.37, 0.45, 0.36, 0.09, -0.39, 0.11, -0.37, -1.51, 1.03, 0.14, 0.10, 0.35, -0.66, -0.32, 0.42, 0.48, 0.05, -0.11, -0.18, 0.01, -0.79, 0.47, -0.68, -0.68, 0.52, 0.45, -0.14, 0.40, 0.57, -0.23, -0.91, 0.61, -0.62, -0.78, 0.39, 0.11, 0.38, 0.42, -0.22, 0.50, -0.94, 0.72, -0.68, -1.06, 0.28, 0.11, 0.51, 0.32, 0.02, 0.66, -0.70, 1.05, -0.75, -1.26, 0.39, -0.48, 0.74, 0.18, 0.44, 0.43, -0.96, 0.73, -0.67, -0.24, 0.21, 0.38, 0.37, -0.46, 0.12, 0.59, -0.29, 0.42, -0.66, 0.28, 0.20, -0.22, 0.50, -0.14, -0.14, 0.11, -1.19, 0.66, -0.63, -0.62, 0.34, 0.36, 0.36, -0.35, 0.54, 0.52]}



Record 2
{"formula": "CH4P2", "method": "wB97M-V/def2-TZVPD", "e_above_lowest_ev": 1.175, "total_energy_ha": -722.975396, "spin_multiplicity": 3, "lumo_ev": [-0.327, -1.768], "gap_ev": [6.7, 8.3], "elements": ["C", "P", "P", "H", "H", "H", "H"], "positions_angstrom": [[-1.775, -0.300, 1.259], [-0.762, -0.079, 0.020], [1.582, 0.164, -1.399], [-1.661, -0.102, 2.253], [-1.686, 0.094, -1.020], [2.199, 1.042, -0.400], [2.103, -0.819, -0.713]], "nbo_charge": [-0.48, 0.37, 0.04, 0.17, -0.02, -0.03, -0.06]}



Record 3
{"formula": "C32H30F6N3S", "method": "wB97M-V/def2-TZVPD", "e_above_lowest_ev": 0.000, "total_energy_ha": -2398.808243, "spin_multiplicity": 1, "lumo_ev": -4.718, "gap_ev": 7.6, "charge": 1, "elements": ["C", "C", "C", "N", "C", "S", "C", "C", "N", "C", "C", "C", "N", "C", "C", "C", "C", "C", "C", "C", "C", "C", "C", "C", "C", "C", "C", "F", "F", "F", "C", "C", "C", "C", "C", "C", "C", "F", "F", "F", "C", "C", "H", "H", "H", "H", "H", "H", "H", "H", "H", "H", "H", "H", "H", "H", "H", "H", "H", "H", "H", "H", "H", "H", "H", "H", "H", "H", "H", "H", "H", "H"], "positions_angstrom": [[-6.445, -0.926, 6.416], [-5.287, -1.889, 6.149], [-3.954, -1.158, 6.322], [-5.337, -3.025, 7.114], [-5.746, -4.094, 6.506], [-5.745, -5.614, 7.322], [-4.516, -4.982, 8.612], [-4.128, -6.065, 9.551], [-3.838, -6.950, 10.252], [-6.162, -3.863, 5.046], [-5.728, -4.958, 4.086], [-7.683, -3.688, 5.025], [-5.455, -2.589, 4.816], [-4.926, -2.231, 3.658], [-4.922, -0.820, 3.173], [-6.161, -0.577, 2.253], [-6.727, 0.699, 2.218], [-7.533, 1.063, 1.136], [-7.789, 0.147, 0.113], [-7.297, -1.154, 0.204], [-6.574, -1.546, 1.337], [-3.722, -0.367, 2.416], [-2.355, -0.432, 3.124], [-2.169, 0.412, 4.231], [-0.985, 0.379, 4.968], [0.071, -0.406, 4.512], [1.359, -0.478, 5.297], [1.865, -1.752, 5.317], [1.190, -0.093, 6.597], [2.345, 0.327, 4.778], [-0.037, -1.133, 3.332], [-1.243, -1.119, 2.628], [-3.649, -0.900, 0.972], [-3.399, -2.233, 0.679], [-3.280, -2.652, -0.650], [-3.481, -1.712, -1.652], [-3.397, -2.105, -3.099], [-4.612, -1.918, -3.719], [-2.485, -1.332, -3.776], [-3.039, -3.405, -3.299], [-3.762, -0.378, -1.384], [-3.818, 0.022, -0.061], [-6.167, -0.276, 7.257], [-6.640, -0.302, 5.531], [-7.356, -1.463, 6.702], [-3.651, -1.179, 7.380], [-3.154, -1.633, 5.740], [-4.055, -0.102, 6.036], [-3.631, -4.627, 8.066], [-5.000, -4.151, 9.142], [-6.136, -5.917, 4.431], [-6.124, -4.742, 3.083], [-4.636, -5.059, 4.054], [-8.136, -4.642, 5.331], [-8.018, -2.923, 5.735], [-8.030, -3.409, 4.019], [-4.541, -3.022, 3.001], [-5.019, -0.187, 4.071], [-6.497, 1.406, 3.020], [-7.918, 2.080, 1.084], [-8.352, 0.465, -0.769], [-7.454, -1.868, -0.606], [-6.283, -2.596, 1.449], [-3.880, 0.716, 2.280], [-2.959, 1.119, 4.509], [-0.889, 0.946, 5.890], [0.808, -1.707, 2.950], [-1.288, -1.635, 1.668], [-3.257, -2.959, 1.477], [-3.041, -3.687, -0.892], [-3.946, 0.330, -2.190], [-4.023, 1.068, 0.166]], "mulliken_charge": [-1.35, 1.30, -1.67, -0.56, -0.04, -0.05, -0.27, 0.04, -0.37, 1.02, -1.92, -1.19, 0.96, -2.18, 2.07, -0.88, -0.24, -0.86, -0.56, -0.81, 0.09, -0.60, 0.13, -0.71, -0.96, 0.36, 0.84, -0.26, -0.27, -0.25, -1.35, -0.28, 0.80, 0.36, -1.24, 0.29, 0.73, -0.25, -0.25, -0.28, -1.21, -0.64, 0.44, 0.09, 0.46, 0.55, 0.37, 0.30, 0.30, 0.35, 0.56, 0.39, 0.39, 0.45, 0.22, 0.31, 0.37, 1.23, 0.43, 0.42, 0.41, 0.45, 0.26, 0.79, 0.60, 0.50, 0.43, 0.49, 0.52, 0.51, 0.43, 0.46]}